No. 1
Entry from OMol25: a single C2H7NS molecule (the ωB97M-V functional and the def2-TZVPD basis).

Summary:
E = -533.31157 hartree
SMILES = NCCS
frontier orbital gap = 10.2 eV
HOMO energy = -9.29 eV
LUMO level = 0.95 eV

The geometry in XYZ format:
```
11
Properties=species:S:1:pos:R:3:forces:R:3:lowdin_charge:R:1
N -0.2540 0.6183 1.6962 0.81 -1.27 0.37 -0.034
C 0.3491 -0.6398 1.1676 -2.48 0.40 -1.52 -0.372
C 0.8978 -0.4644 -0.2556 1.19 0.83 0.50 -0.506
S -0.4018 0.2984 -1.3819 2.42 0.11 -0.56 0.700
H -0.7758 0.9153 0.8784 -0.63 0.67 0.86 -0.018
H -0.8283 0.3876 2.5399 0.40 0.50 -1.43 0.085
H 1.0889 -1.0364 1.7877 1.22 -0.51 1.11 0.081
H -0.4591 -1.3891 1.0262 0.38 -0.10 0.44 0.099
H 1.8377 0.1777 -0.1599 -1.44 -0.37 -0.63 0.094
H 1.2527 -1.4375 -0.6408 -0.47 0.45 0.05 0.067
H -1.3913 -0.0940 -0.6666 -1.41 -0.70 0.81 -0.195
```
Positions in Å, forces in eV/Å.

***

No. 2
Entry from OMol25: a molecular structure, C26H31ClN2O8Ta (the ωB97M-V functional and the def2-TZVPD basis).

Summary:
E = -2237.49867 hartree
charge = +1
frontier orbital gap = 6.2 eV
HOMO energy = -10.74 eV
LUMO level = -4.50 eV

The geometry in XYZ format:
```
69
Properties=species:S:1:pos:R:3:forces:R:3:lowdin_charge:R:1
Ta -0.3436 0.0597 -0.1658 -2.57 0.09 -0.16 1.995
O 3.3868 0.7991 2.7425 0.58 0.19 0.16 0.196
C 2.1618 0.9253 2.3066 -0.76 -0.63 -0.05 -0.458
O 1.3712 0.0071 2.1945 0.17 0.41 0.40 0.022
C 1.7444 2.2972 1.8807 0.06 0.34 -0.07 -0.147
C 2.3688 3.5157 2.1309 -0.23 -0.33 -0.05 0.057
C 1.7749 4.6660 1.6172 -0.13 -0.11 -0.04 0.008
C 0.6009 4.5780 0.8751 -0.07 -0.22 0.05 0.057
C 0.0677 3.3113 0.6596 0.15 -0.09 0.07 -0.150
N 0.6339 2.2274 1.1609 -0.08 -0.65 -0.71 0.124
C -1.1423 2.9732 -0.1932 -0.08 2.38 0.22 -0.483
O -1.9153 3.7812 -0.6200 0.42 -0.70 0.19 0.192
O -1.1736 1.6711 -0.4065 -1.37 0.92 -0.79 -0.236
H 3.6146 -0.1388 2.8840 -0.25 0.14 0.01 0.161
H 3.2794 3.5572 2.7073 0.08 0.00 0.03 0.132
H 2.2314 5.6304 1.7906 0.00 0.01 0.00 0.127
H 0.1196 5.4503 0.4618 -0.06 0.06 -0.05 0.136
C -1.7815 -1.1283 2.1631 0.37 0.17 -0.21 -0.247
C -1.6435 -2.4937 2.0296 -0.13 0.16 -0.11 -0.196
C -2.1628 -2.8902 0.7569 0.26 0.18 0.11 -0.189
C -2.6247 -1.7688 0.0916 0.52 0.91 -0.24 -0.253
C -2.3695 -0.5873 0.9407 0.87 -0.20 -0.63 -0.396
C -3.4458 0.4644 1.0634 0.14 0.07 -0.25 -0.034
C -3.4552 -1.7093 -1.1457 -0.01 -0.13 0.07 -0.034
C -2.1676 -4.2815 0.2319 -0.10 0.13 0.00 -0.001
C -1.0480 -3.3921 3.0544 0.01 0.04 -0.04 -0.003
C -1.4421 -0.3198 3.3663 0.01 -0.15 0.08 -0.036
H -3.5810 1.0244 0.1423 -0.10 0.09 -0.04 0.074
H -3.2210 1.1594 1.8673 -0.01 0.16 0.05 0.081
H -4.3873 -0.0352 1.2918 -0.08 0.02 0.10 0.106
H -3.4879 -0.6962 -1.5421 -0.04 -0.03 -0.11 0.083
H -4.4761 -2.0173 -0.9115 -0.10 0.00 -0.06 0.100
H -3.0750 -2.3731 -1.9172 -0.04 -0.01 -0.15 0.073
H -1.2890 -4.4402 -0.3943 0.06 -0.14 -0.11 0.092
H -3.0566 -4.4646 -0.3660 -0.03 -0.08 -0.12 0.091
H -2.1365 -5.0107 1.0346 -0.02 -0.10 0.03 0.077
H -1.1565 -4.4359 2.7798 0.07 -0.10 0.04 0.073
H -1.5306 -3.2446 4.0199 0.06 0.00 0.09 0.095
H 0.0146 -3.1713 3.1649 0.10 -0.07 0.11 0.094
H -1.3189 0.7334 3.1191 0.01 0.06 0.08 0.071
H -0.5181 -0.6840 3.8087 0.06 0.09 0.14 0.076
H -2.2315 -0.4083 4.1162 -0.02 0.05 0.05 0.102
C 1.5048 3.6707 -3.6889 0.01 -0.11 -0.10 -0.090
N 1.4778 2.2240 -3.6235 -0.03 -0.07 0.00 -0.258
C 2.4469 1.7201 -2.6792 -0.03 -0.07 -0.21 -0.091
C 0.1392 1.7421 -3.3274 0.21 0.12 -0.08 -0.175
C 0.0172 0.2414 -3.4251 -0.06 0.28 -0.25 -0.233
C 0.2395 -0.3019 -4.6906 -0.04 0.11 0.15 -0.020
C 0.0702 -1.6485 -4.9390 0.02 0.07 0.09 -0.042
C -0.2979 -2.4816 -3.8949 -0.12 -0.03 0.25 -0.058
C -0.4893 -1.9553 -2.6278 -0.05 -0.45 -0.09 -0.150
C -0.3498 -0.5918 -2.3668 0.07 0.67 1.94 -0.174
H 2.5098 3.9954 -3.9522 0.00 0.08 0.03 0.089
H 1.2180 4.1390 -2.7320 0.00 0.05 0.06 0.082
H 0.8191 4.0173 -4.4599 -0.04 0.05 -0.01 0.091
H 3.4315 2.1128 -2.9258 0.05 0.00 0.06 0.096
H 2.4834 0.6332 -2.7339 0.05 -0.01 0.05 0.079
H 2.2078 2.0057 -1.6361 -0.02 0.10 0.07 0.073
H -0.5285 2.1781 -4.0758 -0.08 0.06 0.16 0.139
H -0.1932 2.0960 -2.3373 0.06 0.02 -0.23 0.088
H 0.5540 0.3726 -5.4711 -0.01 0.06 -0.19 0.123
H 0.2160 -2.0452 -5.9324 0.06 -0.03 -0.07 0.114
H -0.4258 -3.5409 -4.0596 -0.02 -0.09 0.00 0.113
H -0.7322 -2.6347 -1.8222 -0.03 -0.05 0.02 0.076
O 2.6667 -1.9976 0.9714 0.28 -0.51 0.70 -0.199
Cl 1.9001 -1.5307 -0.0938 4.48 -2.61 -0.77 0.677
O 2.0944 -2.2298 -1.2792 0.13 -0.74 -0.70 -0.190
O 2.1462 -0.1422 -0.3030 -1.20 2.40 -0.34 -0.339
O 0.4852 -1.6372 0.2549 -1.42 -2.24 1.36 -0.448
```
Positions in Å, forces in eV/Å.

***

No. 3
Entry from OMol25: 2 unconnected molecules or ions with the total composition C19H37ClFNO8PS (the ωB97M-V functional and the def2-TZVPD basis).

Summary:
E = -2702.21777 hartree
charge = +1
frontier orbital gap = 7.8 eV
HOMO energy = -12.59 eV
LUMO level = -4.83 eV

The geometry in XYZ format:
```
69
Properties=species:S:1:pos:R:3:forces:R:3:lowdin_charge:R:1
C 4.8309 -0.4680 0.8535 -1.04 -0.55 -0.19 -0.075
C 3.7817 0.3255 0.0255 0.85 0.16 -0.11 -0.245
C 3.2884 -0.4228 -1.2301 0.06 -0.07 1.03 -0.594
Cl 3.3754 0.6980 -2.6292 -0.07 -0.37 -0.15 0.725
C 1.8412 -1.0087 -1.1261 0.84 2.49 -2.15 -0.247
C 0.8393 0.0944 -1.5729 -1.77 -1.51 1.27 -0.119
C -0.4280 -0.4102 -0.8331 -1.16 -0.34 0.07 -0.220
S -1.1873 -1.8121 -1.7362 1.82 -1.54 -1.47 0.663
O -0.5487 -3.0204 -1.3136 -0.29 0.21 1.05 -0.234
O -1.1269 -1.6064 -3.1371 -0.90 1.06 0.12 -0.199
F -2.6291 -1.8498 -1.2035 -0.24 0.44 0.05 -0.091
C 0.1123 -1.0808 0.3869 0.31 0.76 -0.93 0.044
N 1.3373 -1.3965 0.1888 -0.02 -0.56 1.09 0.039
C 2.0265 -2.1471 1.2688 -0.11 -0.51 0.68 -0.093
C 1.4974 -3.5710 1.4628 0.04 -0.45 -0.58 -0.128
C 1.9617 -4.6595 0.4525 0.07 0.42 0.14 -0.121
C 2.9116 -4.2137 -0.6445 0.40 -0.76 -0.08 -0.193
O 3.4724 -5.4285 -1.1751 -0.17 0.76 0.01 0.002
C 4.1885 -5.2736 -2.3260 0.30 -0.37 -0.57 -0.526
C 5.0726 -4.0667 -2.5303 -0.35 0.30 0.75 0.019
O 4.1362 -6.1330 -3.1451 -0.04 -0.56 -0.29 0.153
H 4.8879 -1.4814 0.4450 0.40 0.03 -0.01 0.055
H 5.8165 -0.0189 0.8160 0.00 0.03 0.11 0.085
H 4.4894 -0.6097 1.8781 0.33 0.29 0.15 0.073
H 2.9659 0.7124 0.6402 -0.11 -0.16 -0.04 0.113
H 4.3082 1.2045 -0.3389 -0.20 0.13 0.01 0.087
H 3.9925 -1.2160 -1.4687 -0.03 -0.04 0.00 0.077
H 1.7604 -1.7515 -1.9206 -0.13 -0.73 0.69 0.148
H 0.6024 0.0611 -2.6294 0.49 0.49 -0.13 0.114
H 0.9867 1.0759 -1.1292 0.57 0.12 -0.43 0.137
H -1.2219 0.3237 -0.6827 0.10 0.07 0.25 0.138
H -0.4216 -1.3109 1.2993 0.08 -0.04 0.05 0.183
H 3.1032 -2.1451 1.1687 -0.05 0.17 -0.47 0.093
H 1.8142 -1.6032 2.1901 0.01 0.18 -0.10 0.144
H 1.8079 -3.8786 2.4611 0.03 0.14 0.03 0.125
H 0.4059 -3.5786 1.4708 0.00 0.23 0.10 0.110
H 2.4696 -5.4461 1.0082 -0.04 -0.08 -0.08 0.126
H 1.0948 -5.0963 -0.0390 0.00 -0.11 0.08 0.121
H 2.3799 -3.7224 -1.4635 -0.03 0.20 0.15 0.119
H 3.7493 -3.5993 -0.2978 -0.20 0.20 0.14 0.109
H 4.4557 -3.1874 -2.7331 0.07 0.04 -0.06 0.073
H 5.7329 -4.2400 -3.3709 -0.04 -0.10 -0.02 0.097
H 5.6488 -3.8712 -1.6231 0.08 0.07 -0.08 0.092
O -2.6574 2.2534 1.0054 1.92 2.13 -0.41 -0.255
P -3.6660 3.3409 1.1195 -5.44 -2.58 0.65 0.499
O -4.2964 3.2635 2.5985 0.57 0.34 -0.40 -0.184
C -3.4807 3.6028 3.7276 0.18 0.14 0.31 -0.270
C -3.1775 5.0878 3.8054 0.02 0.02 -0.20 -0.076
O -4.9193 2.7741 0.2447 0.52 0.34 -0.08 -0.192
C -4.7663 1.6133 -0.5594 -0.15 -0.42 0.00 -0.297
C -5.1666 0.3614 0.1984 -0.08 -0.10 0.05 -0.066
O -4.0858 4.8731 0.8039 2.81 -0.13 0.00 -0.179
C -3.2902 5.6289 -0.1418 0.10 0.18 -0.33 -0.251
C -3.3058 5.0152 -1.5276 -0.08 -0.23 0.03 -0.075
H -2.5549 3.0202 3.6984 -0.04 -0.04 -0.03 0.108
H -4.0379 3.2934 4.6100 -0.10 -0.07 -0.10 0.121
H -2.5274 5.4036 2.9851 0.02 0.01 0.05 0.065
H -2.6726 5.3243 4.7420 -0.01 -0.05 0.01 0.082
H -4.0942 5.6717 3.7382 -0.02 -0.02 0.05 0.088
H -3.7431 1.5439 -0.9330 0.03 -0.02 0.08 0.084
H -5.4110 1.7321 -1.4315 -0.05 0.17 0.07 0.122
H -4.7502 0.3465 1.2058 0.18 0.07 -0.06 0.076
H -4.8269 -0.5289 -0.3346 -0.08 -0.02 -0.01 0.060
H -6.2497 0.3046 0.3048 0.00 0.00 -0.03 0.082
H -2.2665 5.7103 0.2324 -0.03 0.04 0.04 0.114
H -3.7106 6.6317 -0.1683 -0.13 -0.06 0.15 0.124
H -2.8204 4.0337 -1.5334 0.03 0.05 0.01 0.066
H -2.7762 5.6552 -2.2328 0.00 0.03 0.03 0.085
H -4.3286 4.8731 -1.8741 -0.01 0.08 -0.01 0.090
```
Positions in Å, forces in eV/Å.

***

No. 4
Entry from OMol25: a gas-phase ion, C23H45BrN6O4P (charge +1) (the ωB97M-V functional and the def2-TZVPD basis).

Summary:
E = -4447.95095 hartree
charge = +1
SMILES = CCP(C)N1C(NN)=[N+](CCCCCCCOC)[C@](OC#N)(OC[C@@H](C)C(C)C)[C@]1(N)CC(=O)Br
frontier orbital gap = 8.8 eV
HOMO energy = -11.29 eV
LUMO level = -2.46 eV

The geometry in XYZ format:
```
80
Properties=species:S:1:pos:R:3:forces:R:3:lowdin_charge:R:1
C -4.7939 -2.4269 -0.9307 -0.26 -0.13 -0.01 -0.148
C -5.5893 -1.3020 -1.5946 0.24 -0.35 -0.07 -0.402
P -4.6253 0.2049 -2.0730 -0.95 0.02 0.19 0.998
C -4.3971 -0.1669 -3.8368 0.50 -0.23 -0.27 -0.280
N -3.0281 -0.1023 -1.2839 0.38 0.95 -0.35 -0.086
C -2.6947 0.6831 -0.2376 0.46 -0.14 -0.56 -0.318
N -3.4962 1.0480 0.7366 -0.44 0.19 0.18 0.064
N -4.8557 0.6936 0.7467 0.07 0.14 -0.08 0.060
N -1.3702 1.0442 -0.2594 0.17 -0.92 0.87 0.086
C -0.7112 1.6582 0.9063 -0.13 0.69 0.15 -0.097
C 0.5059 2.5272 0.5249 0.31 -0.72 0.16 -0.150
C 1.7066 2.2003 1.4261 -0.35 0.43 0.10 -0.194
C 1.6409 2.8703 2.8182 0.45 -0.40 0.04 -0.184
C 1.6092 1.8746 3.9950 -0.44 0.39 0.20 -0.197
C 2.3644 2.3564 5.2431 0.07 -0.14 -0.01 -0.166
C 3.0196 1.2416 6.0510 -0.33 0.27 0.45 -0.238
O 2.1399 0.8640 7.1006 -0.11 -0.15 -0.25 -0.195
C 2.6648 -0.1828 7.8858 0.13 0.06 0.15 -0.116
C -0.7423 -0.1323 -0.8790 -0.80 0.71 -0.43 -0.394
O -1.0126 -1.2890 0.0303 0.29 -0.13 -0.21 0.082
C -0.0490 -1.6375 0.8203 0.10 0.20 -0.07 -0.326
N 0.8124 -1.9391 1.5218 -0.02 -0.06 0.07 0.217
O 0.5545 0.0661 -1.1034 0.11 -0.12 0.06 0.003
C 1.2025 -0.8550 -2.0270 0.09 -0.45 -0.02 -0.118
C 2.7067 -0.6659 -1.9770 0.14 0.37 0.06 -0.286
C 3.2519 -0.8348 -0.5612 0.38 0.09 -0.19 -0.055
C 3.4476 -1.5341 -3.0521 -0.03 -0.30 -0.03 -0.351
C 4.3161 -2.6590 -2.4677 -0.04 -0.12 -0.41 -0.071
C 2.5293 -2.1272 -4.1331 -0.12 0.64 0.09 -0.076
C -1.7608 -0.3259 -2.0710 0.04 -0.72 0.72 -0.373
N -1.8615 -1.6291 -2.6296 -0.12 0.14 0.01 0.152
C -1.4534 0.8167 -3.0709 0.06 0.07 -0.21 -0.102
C -1.0437 0.3853 -4.4614 0.13 -0.06 -0.27 -0.793
O -1.5246 -0.4558 -5.1339 -0.01 0.04 0.08 0.067
Br 0.4727 1.4169 -5.1471 -0.06 0.04 0.05 0.769
H -5.4693 -3.1709 -0.5075 -0.06 0.02 -0.04 0.078
H -4.1597 -2.0761 -0.1191 0.08 0.03 -0.02 0.051
H -4.1953 -2.9441 -1.6809 0.16 0.04 0.10 0.062
H -6.4308 -0.9965 -0.9773 0.06 0.13 0.13 0.061
H -6.0067 -1.7033 -2.5196 -0.12 0.12 -0.01 0.072
H -5.4073 -0.3088 -4.2236 -0.09 0.14 0.10 0.055
H -3.9517 0.6577 -4.3878 -0.06 0.06 -0.01 0.033
H -3.8298 -1.0709 -4.0502 -0.02 -0.01 0.06 0.043
H -3.1371 1.6009 1.4993 0.14 0.06 -0.10 0.150
H -5.1162 0.4441 1.6935 0.07 -0.14 0.01 0.116
H -5.4024 1.4968 0.4535 -0.05 -0.04 0.00 0.096
H -1.4401 2.3268 1.3673 -0.04 -0.06 0.02 0.118
H -0.4426 0.9192 1.6650 -0.01 -0.22 -0.14 0.132
H 0.7936 2.3048 -0.4995 -0.17 0.20 -0.10 0.102
H 0.2404 3.5771 0.6197 0.04 0.10 -0.19 0.115
H 2.6169 2.5110 0.9132 0.02 -0.03 0.00 0.115
H 1.7578 1.1184 1.5521 0.09 -0.07 -0.09 0.080
H 2.5344 3.4852 2.9331 -0.06 0.14 -0.01 0.104
H 0.7859 3.5453 2.8764 0.00 0.09 0.01 0.108
H 1.9806 0.8975 3.6854 0.15 0.01 -0.08 0.102
H 0.5640 1.7332 4.2856 -0.01 -0.30 -0.06 0.110
H 1.6808 2.8711 5.9194 0.05 0.10 0.02 0.119
H 3.1304 3.0850 4.9715 0.04 -0.05 -0.14 0.107
H 3.2169 0.3628 5.4282 0.22 0.02 -0.07 0.117
H 3.9548 1.6058 6.4920 0.11 -0.13 -0.07 0.124
H 3.4262 0.1855 8.5828 0.03 0.04 -0.03 0.089
H 3.1258 -0.9601 7.2687 -0.09 -0.07 -0.05 0.085
H 1.8517 -0.6142 8.4645 -0.04 0.00 -0.03 0.087
H 0.9311 -1.8817 -1.7646 -0.04 0.02 0.13 0.146
H 0.8275 -0.6436 -3.0258 -0.03 0.07 0.01 0.074
H 2.8956 0.3814 -2.2378 -0.17 0.01 -0.12 0.145
H 2.7954 -0.1245 0.1204 -0.13 -0.06 0.08 0.051
H 4.3213 -0.6166 -0.5706 0.00 -0.03 0.03 0.094
H 3.1349 -1.8434 -0.1757 -0.18 -0.01 0.11 0.073
H 4.1213 -0.8569 -3.5787 0.03 0.05 0.04 0.135
H 5.2963 -2.3046 -2.1552 -0.08 0.03 0.28 0.083
H 4.4986 -3.3953 -3.2524 0.06 0.01 -0.01 0.079
H 3.8331 -3.1971 -1.6550 0.01 0.03 0.08 0.077
H 1.8651 -2.8933 -3.7290 0.06 -0.15 -0.07 0.086
H 3.1286 -2.5400 -4.9401 0.01 -0.23 0.05 0.087
H 1.9158 -1.3452 -4.5883 -0.03 -0.07 -0.09 0.047
H -2.0794 -2.3178 -1.9236 0.17 -0.05 0.04 0.097
H -1.0931 -1.9091 -3.2183 -0.01 -0.03 -0.05 0.098
H -0.6690 1.4633 -2.6922 -0.02 -0.04 0.15 0.092
H -2.3298 1.4555 -3.1953 -0.02 -0.06 -0.04 0.124
```
Positions in Å, forces in eV/Å.

***

Copy entry 1 word for word.
Entry from OMol25: a single C2H7NS molecule (the ωB97M-V functional and the def2-TZVPD basis).

Summary:
E = -533.31157 hartree
SMILES = NCCS
frontier orbital gap = 10.2 eV
HOMO energy = -9.29 eV
LUMO level = 0.95 eV

The geometry in XYZ format:
```
11
Properties=species:S:1:pos:R:3:forces:R:3:lowdin_charge:R:1
N -0.2540 0.6183 1.6962 0.81 -1.27 0.37 -0.034
C 0.3491 -0.6398 1.1676 -2.48 0.40 -1.52 -0.372
C 0.8978 -0.4644 -0.2556 1.19 0.83 0.50 -0.506
S -0.4018 0.2984 -1.3819 2.42 0.11 -0.56 0.700
H -0.7758 0.9153 0.8784 -0.63 0.67 0.86 -0.018
H -0.8283 0.3876 2.5399 0.40 0.50 -1.43 0.085
H 1.0889 -1.0364 1.7877 1.22 -0.51 1.11 0.081
H -0.4591 -1.3891 1.0262 0.38 -0.10 0.44 0.099
H 1.8377 0.1777 -0.1599 -1.44 -0.37 -0.63 0.094
H 1.2527 -1.4375 -0.6408 -0.47 0.45 0.05 0.067
H -1.3913 -0.0940 -0.6666 -1.41 -0.70 0.81 -0.195
```
Positions in Å, forces in eV/Å.